# 1
{
  "formula": "C14H18N4O2S",
  "method": "ωB97M-V/def2-TZVPD",
  "elements": ["S", "O", "O", "N", "N", "N", "N", "C", "C", "C", "C", "C", "C", "C", "C", "C", "C", "C", "C", "C", "C", "H", "H", "H", "H", "H", "H", "H", "H", "H", "H", "H", "H", "H", "H", "H", "H", "H", "H"],
  "coordinates": [[-4.637, -0.621, -0.512], [3.432, -0.186, -0.258], [1.271, -1.383, -1.750], [-1.969, 1.763, -1.938], [-2.544, 0.997, 0.032], [-2.531, 0.789, 1.401], [-3.016, 0.908, -2.062], [-0.628, 2.611, -0.042], [0.561, 0.102, 2.052], [6.160, -1.224, 1.811], [1.161, -0.874, -0.493], [4.530, 0.178, 0.554], [4.914, -0.887, 1.541], [-1.691, 1.805, -0.675], [2.525, -1.584, -2.362], [2.178, -0.291, 0.289], [-3.405, 0.406, -0.868], [1.851, 0.175, 1.558], [-0.128, -0.941, 0.028], [-0.447, -0.457, 1.285], [-1.869, -0.479, 1.764], [-3.416, 0.706, -2.963], [0.346, 0.486, 3.037], [-3.504, 0.741, 1.708], [-1.914, -0.537, 2.853], [3.174, -2.219, -1.755], [-0.525, 3.556, -0.568], [6.396, -1.986, 2.534], [-0.881, -1.401, -0.595], [0.322, 2.080, -0.093], [6.995, -0.745, 1.329], [2.300, -2.089, -3.302], [5.345, 0.349, -0.155], [4.331, 1.128, 1.073], [4.085, -1.384, 2.028], [2.613, 0.616, 2.181], [3.032, -0.640, -2.568], [-2.399, -1.339, 1.335], [-0.878, 2.777, 1.003]],
  "nbo_charge": [-0.283, -0.519, -0.494, -0.281, -0.255, -0.432, -0.383, -0.664, -0.210, -0.374, 0.253, -0.104, -0.215, 0.380, -0.239, 0.286, 0.196, -0.304, -0.238, -0.048, -0.251, 0.427, 0.215, 0.387, 0.213, 0.179, 0.242, 0.204, 0.232, 0.244, 0.190, 0.189, 0.205, 0.181, 0.209, 0.220, 0.186, 0.211, 0.245],
  "de_lowest_ev": 2.793,
  "smiles": "C=CCOc1ccc(CNn2c(C)n[nH]c2=S)cc1OC",
  "lumo_energy_ev": 0.733,
  "orbital_gap_ev": 8.60
}

# 2
{
  "formula": "C14H19BiF5IN4O",
  "method": "ωB97M-V/def2-TZVPD",
  "elements": ["Bi", "I", "F", "F", "F", "F", "F", "O", "N", "N", "N", "N", "C", "C", "C", "C", "C", "C", "C", "C", "C", "C", "C", "C", "C", "C", "H", "H", "H", "H", "H", "H", "H", "H", "H", "H", "H", "H", "H", "H", "H", "H", "H", "H", "H"],
  "coordinates": [[-0.124, 0.009, 0.051], [3.121, -2.921, -2.448], [-1.846, 0.294, 2.982], [0.333, 3.025, 2.497], [-1.025, 2.663, 4.166], [0.601, 1.260, 3.794], [-2.171, 2.070, 1.765], [1.743, -1.473, 2.399], [-2.142, -2.673, 0.320], [-3.241, -0.984, -0.477], [1.217, 2.719, -1.231], [2.518, 2.185, 0.404], [3.166, 1.522, 1.528], [-3.601, 0.331, -0.968], [-4.135, -2.030, -0.332], [-1.085, -3.548, 0.809], [-1.993, -1.373, -0.069], [2.226, 3.674, -1.186], [-1.178, 1.206, 2.183], [2.769, -2.300, -0.532], [1.393, 1.782, -0.258], [0.118, 2.743, -2.180], [-3.458, -3.077, 0.153], [0.798, -0.799, 2.119], [-0.328, 2.045, 3.176], [3.044, 3.332, -0.178], [-3.761, -4.077, 0.398], [2.455, 1.312, 2.331], [0.387, 3.420, -3.001], [-0.070, 1.736, -2.584], [-0.814, 3.112, -1.716], [-0.633, -3.170, 1.735], [-2.702, 0.873, -1.301], [3.523, -2.636, 0.252], [3.923, 2.220, 1.905], [2.684, -1.146, -0.657], [3.668, 0.596, 1.218], [-5.175, -1.921, -0.605], [3.943, 3.787, 0.192], [1.778, -2.486, -0.103], [-4.291, 0.221, -1.819], [-1.559, -4.515, 1.017], [-4.103, 0.929, -0.187], [2.259, 4.490, -1.889], [-0.297, -3.693, 0.055]],
  "nbo_charge": [0.097, -0.731, -0.401, -0.350, -0.356, -0.334, -0.410, -0.692, -0.392, -0.388, -0.394, -0.389, -0.401, -0.416, -0.104, -0.408, 0.139, -0.094, 0.298, -0.904, 0.151, -0.414, -0.088, 0.162, 0.875, -0.101, 0.204, 0.242, 0.180, 0.248, 0.208, 0.227, 0.258, 0.211, 0.185, 0.237, 0.212, 0.205, 0.205, 0.223, 0.179, 0.186, 0.204, 0.206, 0.223],
  "total_charge": -2,
  "lumo_energy_ev": [4.451, 2.751],
  "orbital_gap_ev": [3.37, 0.54]
}

# 3
{
  "formula": "C14H19BrN2O4",
  "method": "ωB97M-V/def2-TZVPD",
  "elements": ["Br", "O", "O", "O", "O", "N", "N", "C", "C", "C", "C", "C", "C", "C", "C", "C", "C", "C", "C", "C", "C", "H", "H", "H", "H", "H", "H", "H", "H", "H", "H", "H", "H", "H", "H", "H", "H", "H", "H", "H"],
  "coordinates": [[3.502, -1.903, 0.181], [-4.961, -1.819, 1.347], [-2.290, 1.054, 1.053], [-0.628, 2.400, -0.690], [-3.553, -1.515, -0.402], [-3.993, 1.040, -0.433], [-4.792, 0.200, 0.334], [2.268, 3.896, -0.772], [-0.010, 0.049, -0.846], [2.418, 0.718, 0.276], [2.699, 3.314, 1.635], [1.476, 1.714, 0.094], [0.936, -0.952, -0.664], [-2.717, 1.337, -0.034], [-4.447, -1.121, 0.520], [0.655, -2.364, -1.068], [-1.936, 2.121, -1.094], [1.738, 3.154, 0.459], [-3.133, -2.872, -0.318], [2.148, -0.586, -0.099], [0.246, 1.364, -0.485], [0.674, -3.019, -0.197], [3.209, 3.458, -1.101], [-2.248, -2.940, 0.317], [3.374, 0.950, 0.716], [-2.410, 3.099, -1.226], [0.775, 3.595, 0.736], [-0.962, -0.234, -1.268], [-5.248, 0.632, 1.130], [-4.270, 1.135, -1.401], [-0.317, -2.443, -1.547], [-2.899, -3.192, -1.331], [3.716, 3.049, 1.354], [-3.930, -3.485, 0.104], [2.437, 4.944, -0.537], [1.418, -2.720, -1.761], [-1.962, 1.585, -2.054], [2.390, 2.691, 2.471], [2.704, 4.351, 1.963], [1.553, 3.833, -1.588]],
  "nbo_charge": [0.030, -0.615, -0.570, -0.498, -0.526, -0.462, -0.472, -0.591, -0.333, -0.216, -0.602, -0.065, 0.060, 0.644, 0.886, -0.649, -0.167, -0.243, -0.261, -0.117, 0.392, 0.227, 0.202, 0.193, 0.228, 0.224, 0.221, 0.210, 0.404, 0.391, 0.208, 0.191, 0.198, 0.214, 0.205, 0.230, 0.191, 0.216, 0.213, 0.212],
  "de_lowest_ev": 0.000,
  "smiles": "COC(=O)NNC(=O)COc1cc(C)c(Br)cc1C(C)C",
  "lumo_energy_ev": 0.440,
  "orbital_gap_ev": 8.74
}

# 4
{
  "formula": "C14H19ClCrN6O2S2",
  "method": "ωB97M-V/def2-TZVPD",
  "elements": ["Cr", "Cl", "S", "S", "O", "O", "N", "N", "N", "N", "N", "N", "C", "C", "C", "C", "C", "C", "C", "C", "C", "C", "C", "C", "C", "C", "H", "H", "H", "H", "H", "H", "H", "H", "H", "H", "H", "H", "H", "H", "H", "H", "H", "H", "H"],
  "coordinates": [[-0.326, -0.098, -1.408], [1.901, -4.285, -1.269], [-1.222, 1.340, -3.032], [-2.579, -0.397, -0.544], [0.166, -1.703, -0.149], [-0.337, -1.915, -2.259], [1.758, 0.088, -1.506], [-2.714, 3.307, -2.044], [-2.222, -1.361, 1.971], [-1.016, 2.652, -0.664], [-1.821, 0.776, 1.767], [0.017, 1.735, -0.650], [2.608, -0.797, -2.016], [3.562, 1.170, -0.386], [3.968, -0.750, -1.753], [-1.890, -0.952, 3.337], [-2.172, -0.337, 1.129], [0.162, -3.939, -1.057], [-1.667, 2.510, -1.803], [2.222, 1.068, -0.702], [4.448, 0.241, -0.918], [1.207, 2.074, -0.320], [1.588, 3.409, 0.216], [-1.556, 0.545, 3.184], [-2.581, -2.726, 1.655], [-0.019, -2.451, -1.152], [0.700, 3.995, 0.429], [3.912, 1.965, 0.256], [-3.357, -3.069, 2.339], [4.625, -1.483, -2.198], [-2.741, -1.130, 3.996], [-2.191, 1.174, 3.804], [-3.173, 3.265, -2.936], [2.181, -1.560, -2.654], [-0.135, -4.301, -0.078], [-2.956, -2.769, 0.637], [-1.700, 1.657, 1.267], [2.198, 3.943, -0.515], [-0.384, -4.439, -1.850], [-0.515, 0.758, 3.426], [-2.883, 4.097, -1.444], [2.181, 3.299, 1.125], [5.503, 0.302, -0.687], [-1.708, -3.374, 1.752], [-1.043, -1.533, 3.704]],
  "nbo_charge": [1.016, -0.018, -0.127, -0.128, -0.669, -0.648, -0.465, -0.767, -0.374, -0.478, -0.579, -0.275, 0.103, -0.209, -0.224, -0.219, 0.383, -0.462, 0.329, 0.159, -0.120, 0.307, -0.688, -0.225, -0.411, 0.768, 0.266, 0.239, 0.217, 0.247, 0.216, 0.220, 0.419, 0.233, 0.239, 0.245, 0.451, 0.254, 0.253, 0.209, 0.411, 0.239, 0.241, 0.205, 0.217],
  "de_lowest_ev": 0.658,
  "s2": 3.801,
  "total_charge": 1,
  "spin_multiplicity": 4,
  "lumo_energy_ev": [-3.392, -3.749],
  "orbital_gap_ev": [7.94, 7.80]
}

# 5
{
  "formula": "C14H19ClN2O3",
  "method": "ωB97M-V/def2-TZVPD",
  "elements": ["Cl", "O", "O", "O", "N", "N", "C", "C", "C", "C", "C", "C", "C", "C", "C", "C", "C", "C", "C", "C", "H", "H", "H", "H", "H", "H", "H", "H", "H", "H", "H", "H", "H", "H", "H", "H", "H", "H", "H"],
  "coordinates": [[1.690, 1.251, -3.622], [-2.538, 0.610, 2.440], [-3.045, 0.203, -1.608], [0.943, -2.023, -3.324], [0.664, 3.003, -0.382], [0.708, -2.724, -0.244], [-1.370, -0.091, 1.894], [-0.750, 1.030, -2.225], [2.155, -2.412, -0.061], [-1.815, 0.094, -1.467], [-1.151, -1.033, -0.538], [-0.002, -1.715, -1.009], [-1.450, 4.292, -0.219], [-0.925, 2.594, -2.390], [0.386, 0.331, -2.717], [2.507, -1.707, 1.335], [0.503, -1.253, -2.463], [-0.470, 3.257, -0.979], [2.277, -2.698, 2.605], [-1.807, -1.283, 0.881], [-0.859, 5.245, 0.024], [1.408, -2.313, 3.228], [-0.788, -0.477, 2.789], [-0.317, 3.054, -3.228], [2.063, -3.768, 2.253], [-2.574, 0.380, 3.387], [-1.844, 3.815, 0.741], [2.616, -1.777, -0.880], [-2.954, -1.223, 0.839], [2.703, -3.424, -0.051], [-2.039, 2.861, -2.492], [0.330, -2.853, 0.700], [-2.287, 4.553, -0.952], [-1.565, -2.287, 1.349], [2.008, -0.697, 1.491], [3.639, -1.498, 1.331], [1.206, 2.350, -0.972], [3.227, -2.698, 3.225], [-0.776, 0.715, 1.327]],
  "nbo_charge": [-0.006, -0.730, -0.498, -0.474, -0.628, -0.614, -0.069, -0.063, -0.221, 0.550, -0.131, 0.133, -0.683, -0.526, -0.076, -0.430, 0.517, 0.333, -0.642, -0.480, 0.241, 0.208, 0.173, 0.266, 0.210, 0.470, 0.249, 0.214, 0.267, 0.200, 0.251, 0.382, 0.211, 0.215, 0.214, 0.215, 0.334, 0.226, 0.192],
  "de_lowest_ev": 7.095,
  "smiles": "[H]/N=C(/C)CC1=C(Cl)C(=O)C(NCCC)=C(CCO)C1=O",
  "lumo_energy_ev": -0.995,
  "orbital_gap_ev": 7.87
}